# 1
76
Properties=species:S:1:pos:R:3 method="wB97M-V/def2-TZVPD" total_charge=+1 total_energy_ha=-3302.40926 lumo_ev=-4.01 homo_energy_ev=-11.7 gap_ev=7.7 mol_weight_g_mol=754.6
N -3.40910 2.82765 1.87878
C -2.37793 1.90036 1.26673
C -1.94506 0.89161 2.47366
C -0.36707 0.81190 2.75376
C 0.10472 -0.60071 3.42384
C -0.37167 -1.88866 2.58403
C -1.41952 -2.81834 3.41080
F -2.26871 -1.85655 4.09882
F -0.78841 -3.55041 4.45388
C -2.40853 -3.66549 2.48572
F -2.86395 -2.94213 1.32958
F -3.59974 -3.89282 3.26189
S -1.81233 -5.34091 1.91869
F -0.19824 -4.94726 2.02081
F -1.87656 -6.01880 3.43567
F -3.42911 -5.82373 1.71944
F -1.86192 -4.78680 0.32035
F -1.35233 -6.83447 1.32784
C -3.17370 1.05581 0.16285
N -2.37737 0.64150 -1.05270
O -2.80912 -0.61742 -1.42113
C -0.91450 0.71868 -0.74351
N 0.00670 0.24391 -1.80734
C 0.42937 -1.15751 -1.63849
O -0.27966 -2.16725 -1.70551
F 1.81097 -1.37669 -1.31060
C -0.41554 0.57402 -3.16977
O -0.19744 1.61834 -3.79160
F -1.16824 -0.44206 -3.86049
C -0.62742 2.26168 -0.36572
O -1.32630 2.75358 0.79353
H -4.13131 2.27383 2.37105
H -2.89758 3.31171 2.64380
H -2.43455 -0.14388 2.29464
H -2.42740 1.26701 3.45687
H -0.12460 1.62983 3.53480
H 0.30546 0.95641 1.84336
H 1.26094 -0.58402 3.34422
H -0.11954 -0.65542 4.54472
H -0.74314 -1.65322 1.52410
H 0.55573 -2.56743 2.43758
H -3.68603 0.10377 0.55921
H -4.04596 1.72719 -0.20463
H -2.68809 1.28269 -1.82357
H -3.78597 -0.54108 -1.57453
H -0.74078 0.00861 0.15613
H -0.91371 2.87863 -1.30195
H 0.51311 2.40874 -0.23706
C 1.13811 7.77427 -2.31685
C 0.93902 6.43440 -2.63755
C -0.20098 5.77385 -2.19276
C -1.13981 6.46767 -1.42921
C -0.94205 7.80726 -1.09881
C 0.20273 8.45864 -1.54593
N -2.35504 5.78481 -0.97880
O -2.48973 4.59961 -1.27028
O -3.16824 6.43234 -0.34215
H 2.02672 8.28828 -2.67068
H 1.67232 5.90578 -3.23777
H -0.34360 4.73022 -2.45027
H -1.66452 8.35303 -0.50159
H 0.36484 9.50199 -1.29687
C 3.90449 -5.57911 -1.10963
C 5.11260 -6.20232 -1.40821
C 6.19562 -5.44805 -1.84869
C 6.05794 -4.06747 -1.98223
C 4.84891 -3.43886 -1.69212
C 3.77073 -4.20111 -1.25510
N 7.20244 -3.26515 -2.42148
O 8.24145 -3.85210 -2.68510
O 7.05358 -2.05294 -2.49537
H 3.06287 -6.17031 -0.76074
H 5.21104 -7.27687 -1.29453
H 7.13153 -5.94574 -2.07799
H 4.73243 -2.36566 -1.79816
H 2.82576 -3.72087 -1.02370


# 2
46
Properties=species:S:1:pos:R:3 method="wB97M-V/def2-TZVPD" total_charge=-2 total_energy_ha=-8343.04720 lumo_ev=4.30 homo_energy_ev=-0.1 gap_ev=4.4 mol_weight_g_mol=445.1 relative_energy_ev=8.997
N -1.90710 0.45062 0.42208
H -2.82878 0.57388 0.81631
H -1.94914 0.12128 -0.53179
H -1.51660 -0.23546 1.05207
H -1.31666 1.26861 0.47086
C -3.49930 2.63822 -0.21749
C -4.27170 1.82999 0.77686
C -5.73770 1.69773 0.29690
O -3.72464 0.61161 1.15744
H -4.08627 3.47609 -0.59372
H -3.26083 1.98761 -1.05888
H -2.57761 3.02989 0.21286
H -4.34775 2.47893 1.64932
H -6.39176 1.14549 0.97168
H -5.75541 1.17352 -0.65862
H -6.19562 2.67191 0.12552
C 4.88312 -3.27252 0.34175
C 4.05782 -2.02652 0.59442
C 2.51114 -2.05396 0.09468
N 1.78435 -0.74182 -0.03124
C 1.65867 -0.15814 1.40000
C 2.63966 0.25455 -0.89278
C 1.43956 1.05144 -1.51939
C 0.48799 0.03056 -1.91798
C 0.45217 -0.95176 -0.74853
H 4.39394 -4.21461 0.58929
H 5.72614 -3.15860 1.02326
H 5.12967 -3.16414 -0.71445
H 4.53769 -1.09456 0.29563
H 3.93655 -1.88026 1.66773
H 1.80659 -2.64982 0.67491
H 2.54814 -2.55696 -0.87161
H 2.61755 0.13810 1.82531
H 1.18737 -0.79772 2.14627
H 1.03194 0.72840 1.49672
H 3.24294 0.94170 -0.29950
H 3.21423 -0.46687 -1.47376
H 1.17378 1.74540 -0.72196
H 1.80435 1.69565 -2.31940
H -0.54981 0.35381 -1.99906
H 0.85383 -0.32991 -2.87940
H -0.38335 -0.82824 -0.05951
H 0.27344 -1.98659 -1.04056
Br -0.66469 -1.43013 2.05861
Br -0.40214 2.49331 0.84089
Br -2.02575 -0.58971 -2.45173


# 3
22
Properties=species:S:1:pos:R:3 method="wB97M-V/def2-TZVPD" total_charge=+1 total_energy_ha=-590.34546 lumo_ev=-3.33 homo_energy_ev=-14.4 gap_ev=11.0 mol_weight_g_mol=154.1 relative_energy_ev=0.377
O -0.66557 2.44035 -0.26365
C 0.01579 1.58620 -0.75460
C 0.13949 0.20519 -0.14628
C -0.02644 -1.00661 -1.05230
C 1.07277 -1.23486 -2.04504
O 2.14792 -0.46448 -1.73469
O 1.05330 -1.95198 -2.99523
N -0.82662 0.16807 0.99294
H 0.64152 1.64631 -1.66306
H 1.09637 0.21291 0.30362
H -0.94344 -1.06563 -1.61471
H -0.10887 -1.85979 -0.36558
H 2.82164 -0.61899 -2.41662
H -1.53775 0.88528 0.84325
H -1.20629 -0.72964 1.28971
H -0.37005 0.47741 1.87644
H -3.20952 -0.95714 3.50299
H -3.40172 0.34890 2.84017
O -2.90727 -0.47369 2.72104
H 1.41542 0.07253 3.11974
H 0.88080 1.32534 3.80365
O 0.61516 0.60590 3.21594


# 4
57
Properties=species:S:1:pos:R:3 method="wB97M-V/def2-TZVPD" smiles="C=CCn1c(=O)[nH]c2cc(C(=O)N3CCN(c4cc(C)ccc4C)CC3)ccc2c1=O" total_charge=0 total_energy_ha=-1374.96831 lumo_ev=0.28 homo_energy_ev=-8.2 gap_ev=8.4 mol_weight_g_mol=418.5 relative_energy_ev=1.631
C 6.41880 1.53214 -1.62444
C 5.85927 0.42891 -1.16832
C 5.45204 0.23058 0.26046
N 4.01202 -0.00833 0.35859
C 3.20993 1.11337 0.46412
O 3.64871 2.23816 0.50500
N 1.86001 0.86848 0.52608
C 1.29009 -0.37912 0.50010
C -0.09038 -0.54223 0.57259
C -0.63758 -1.81253 0.53204
C -2.12971 -1.92391 0.66824
O -2.66640 -1.95984 1.75834
N -2.82050 -1.95446 -0.49341
C -2.23948 -1.84671 -1.80717
C -2.39208 -0.39320 -2.33249
N -3.36181 0.35212 -1.55476
C -2.86747 1.23135 -0.57511
C -3.21481 1.11340 0.76849
C -2.68133 1.94420 1.74407
C -3.06014 1.73443 3.17731
C -1.78558 2.93089 1.36038
C -1.48883 3.10569 0.01988
C -2.02797 2.29021 -0.96408
C -1.73679 2.60688 -2.40349
C -4.54713 -0.42846 -1.28534
C -4.25054 -1.73676 -0.49972
C 0.18719 -2.93488 0.43951
C 1.55402 -2.77482 0.36825
C 2.11924 -1.49935 0.39111
C 3.57296 -1.32542 0.30720
O 4.35940 -2.24218 0.20263
H 6.70148 1.64234 -2.65746
H 6.61677 2.37105 -0.97857
H 5.65088 -0.40920 -1.82014
H 5.94607 -0.65420 0.67158
H 5.68636 1.11513 0.85434
H 1.26276 1.68054 0.61816
H -0.72616 0.32372 0.67030
H -1.18956 -2.13685 -1.77707
H -2.77328 -2.54527 -2.46082
H -2.71308 -0.41735 -3.38099
H -1.43010 0.11030 -2.27455
H -3.88957 0.33820 1.09058
H -2.98456 0.67885 3.43356
H -4.09110 2.04646 3.34435
H -2.41604 2.30778 3.83934
H -1.33806 3.57669 2.10158
H -0.82924 3.90951 -0.27743
H -1.69368 3.68668 -2.53348
H -0.77529 2.20268 -2.72387
H -2.51504 2.20939 -3.04906
H -4.98177 -0.68116 -2.25900
H -5.26355 0.19331 -0.74842
H -4.57656 -1.68143 0.53976
H -4.74744 -2.59010 -0.97383
H -0.25128 -3.92078 0.42752
H 2.21806 -3.62227 0.29432


# 5
15
Properties=species:S:1:pos:R:3 method="wB97M-V/def2-TZVPD" total_charge=0 total_energy_ha=-345.67362 lumo_ev=0.49 homo_energy_ev=-9.9 gap_ev=10.4 mol_weight_g_mol=100.1 relative_energy_ev=3.574
O 2.43983 -0.73745 0.70740
C 2.10675 -1.40586 -0.24313
C -0.48528 0.40894 0.53456
C -1.61259 1.12056 0.37513
C -2.33215 0.12558 -0.52362
C -0.99495 -0.64684 -0.38280
O -0.55834 -1.65442 -0.88106
H 2.59629 1.44063 0.03523
H 1.83521 -2.46881 -0.14097
H 2.05016 -0.98680 -1.26561
H 0.44054 0.54527 1.08008
H -1.91927 2.08999 0.75348
H 2.31144 2.06838 -0.24957
H -2.58334 0.44935 -1.53893
H -3.19473 -0.37691 -0.07375


# 6
6
Properties=species:S:1:pos:R:3 method="wB97M-V/def2-TZVPD" smiles=N#C[SiH2]Br total_charge=0 total_energy_ha=-2957.54966 lumo_ev=-0.45 homo_energy_ev=-10.9 gap_ev=10.5 mol_weight_g_mol=136.0 relative_energy_ev=0.790
N 0.27211 2.49923 0.03585
C 0.26882 1.36446 -0.01219
Si 0.27670 -0.72834 -0.02058
Br -2.02634 -0.98279 0.00745
H 0.85430 -0.71354 1.36435
H 0.35441 -1.43902 -1.37489